[1]
59
Properties=species:S:1:pos:R:3 method="wB97M-V/def2-TZVPD" e_homo_ev=-15.6 gap_ev=10.45 charge=+2 e_lumo_ev=-5.1 de_lowest_kcal_mol=134.2
C 2.64429 -1.06324 -0.67530
C 1.41636 -1.76646 -0.05126
C 0.15178 -1.04895 -0.52944
C -0.02811 0.38176 0.11152
N -0.90874 0.13328 1.26794
C -2.20320 0.64833 1.29166
N -3.09039 0.28283 2.20096
N 2.63314 -1.38001 -2.17968
H 3.49405 -1.40323 -0.12599
H 2.82212 0.00254 -0.58448
H 1.36175 -2.84641 0.02166
H 1.48450 -1.56658 1.02929
H 0.01813 -0.98611 -1.64609
H -0.77117 -1.69834 -0.25470
H 0.91712 0.87728 0.33399
H -0.45225 1.11512 -0.59655
H -0.79302 -0.71500 1.81915
H -2.37102 1.34598 0.42911
H -4.00190 0.74073 2.20544
H -2.92321 -0.47745 2.87430
H 1.85050 -0.92720 -2.57508
H 2.24673 -2.33350 -2.31698
H 3.49093 -1.30469 -2.67128
H -1.81565 2.67189 -3.16063
H -2.35004 2.01518 -4.28030
O -1.84625 1.67003 -3.56152
H -3.46424 -2.55698 1.79256
H -3.08719 -4.10330 1.94738
O -2.85075 -3.24844 1.92484
H 4.03976 1.25546 -3.32378
H 3.65122 1.61434 -1.98578
O 3.74466 0.87284 -2.52298
H -3.83772 0.36550 -1.87443
H -5.13107 -0.15038 -1.36568
O -4.22327 -0.00480 -1.07186
H -0.81192 4.88806 -2.05713
H -2.31709 4.56361 -1.89470
O -1.51524 4.19759 -1.98318
H 3.69111 3.31824 -0.34217
H 2.42979 2.50180 0.06684
O 2.86071 2.90369 -0.63084
H -0.63008 -0.55781 5.02413
H 0.41746 -1.30103 4.10680
O -0.04761 -0.42539 4.35310
H 0.23303 1.13285 4.15615
H 0.55483 2.62324 4.55828
O 0.10694 2.06863 3.71845
H 0.05329 -4.45049 -1.75723
H 0.76052 -3.98221 -3.03640
O 0.83988 -3.98693 -2.00832
H 0.13312 -3.55293 2.14651
H -1.07814 -3.02593 2.48306
O -0.22058 -2.87757 2.60312
H 1.20751 1.71016 1.58625
H 2.27361 1.47402 2.63193
O 2.26622 1.74358 1.75563
H -0.38388 0.94240 -3.20866
H 0.67780 0.55257 -4.21177
O 0.39600 0.34518 -3.30777

---

[2]
31
Properties=species:S:1:pos:R:3 method="wB97M-V/def2-TZVPD" e_homo_ev=-8.7 smiles=CCC[C@@](C)(B(O)O)c1ccccc1 gap_ev=8.83 e_lumo_ev=0.1 de_lowest_kcal_mol=38.9
B -0.08419 2.54757 0.33953
C 3.33368 -1.27662 0.63465
C 2.81904 -0.38071 1.54760
C 2.87580 -1.24223 -0.70295
C 1.70110 0.42694 1.13448
C 1.82144 -0.50356 -1.01923
C 1.19729 0.32865 -0.11883
C -1.82892 -2.23296 0.66654
C -0.50652 1.29172 -1.84273
C -1.31478 -1.16955 -0.37974
C -1.23288 0.23484 0.28903
C -0.09129 1.04321 -0.39145
O 0.43518 3.53079 -0.40756
O -0.47865 2.73077 1.55529
H 4.08362 -1.97230 0.93900
H 3.28810 -0.11630 2.52481
H 3.39717 -1.75161 -1.43487
H 1.41238 1.15399 1.79851
H 1.43731 -0.49119 -2.06985
H -1.36118 -2.21047 1.60273
H -1.75334 -3.19212 0.13374
H -2.90104 -1.96952 0.91503
H -0.67645 0.32050 -2.40963
H 0.07359 1.83358 -2.49372
H -1.44169 1.84008 -1.87407
H -2.05922 -1.02747 -1.18604
H -0.28889 -1.41748 -0.80439
H -2.17567 0.83326 0.35382
H -0.75159 0.18152 1.21970
H 0.74230 4.24762 0.20169
H -0.39901 3.52102 2.10568

---

[3]
152
Properties=species:S:1:pos:R:3 method="wB97M-V/def2-TZVPD" e_homo_ev=-9.1 gap_ev=8.18 e_lumo_ev=-0.9
N -1.22214 0.62051 2.63206
C -0.15608 0.76335 1.60932
C -0.44623 1.92770 0.67402
O -1.03519 2.99332 1.42561
C -1.23897 1.59666 -0.60302
C -2.38438 0.63715 -0.41452
C -2.10421 -0.72044 -0.41646
C -3.07778 -1.67786 -0.25075
C -4.40660 -1.31758 -0.08513
C -5.39036 -2.45591 0.06400
S -6.35356 -2.45007 1.56989
O -5.73426 -1.56805 2.51977
O -6.51234 -3.82062 1.97471
C -4.72259 0.03862 -0.09051
C -3.72377 1.00572 -0.25738
C -4.13608 2.44401 -0.27312
O -3.52094 3.32901 -0.82453
C -5.41401 2.78888 0.41338
C -5.64964 4.08105 0.84833
C -6.84864 4.37449 1.45342
C -7.84949 3.42683 1.63458
C -7.62258 2.13176 1.18116
C -6.40125 1.84001 0.58720
C -6.14562 0.46514 0.06369
O -7.08176 -0.25066 -0.24150
H -1.03431 1.34639 3.31645
H -1.01883 -0.23643 3.14052
H 0.03688 -0.17567 1.09615
H 0.78341 1.01396 2.11904
H 0.52813 2.28924 0.33217
H -0.61234 3.80329 1.13036
H -1.53108 2.53090 -1.06754
H -0.53394 1.11828 -1.29118
H -1.07763 -1.03427 -0.56109
H -2.80417 -2.72408 -0.26986
H -4.85778 -3.40247 0.01214
H -6.09715 -2.40910 -0.76715
H -7.58990 -2.00928 1.24110
H -4.90828 4.85734 0.72182
H -7.05621 5.38765 1.77586
H -8.81036 3.65324 2.07483
H -8.38166 1.37095 1.29002
C -3.37245 -3.01866 -4.54308
Cl -1.69709 -3.58343 -4.52487
Cl -3.60091 -1.84438 -5.83884
Cl -4.45450 -4.39548 -4.78935
Cl -3.72439 -2.27694 -2.97314
C -7.92484 -6.77460 -0.44314
Cl -7.11182 -5.32465 -1.04540
Cl -7.17120 -8.20882 -1.14456
Cl -7.77377 -6.83554 1.31684
Cl -9.63160 -6.71852 -0.90255
C 3.72401 1.14746 -0.07583
Cl 5.41659 1.62553 -0.21243
Cl 2.78903 1.90465 -1.37485
Cl 3.60258 -0.60414 -0.22227
Cl 3.09084 1.66833 1.49343
C 7.05301 4.66951 -2.37042
Cl 7.93377 3.59861 -1.26876
Cl 8.04208 4.96889 -3.80723
Cl 5.51956 3.92037 -2.84888
Cl 6.71312 6.19345 -1.55496
C 12.25466 3.16631 -0.99543
Cl 13.99652 3.45037 -1.05574
Cl 11.48389 4.04502 -2.31595
Cl 11.94342 1.42636 -1.14713
Cl 11.60811 3.73829 0.54646
C 2.51287 -3.63183 -4.41830
Cl 4.16769 -4.25236 -4.37370
Cl 2.31736 -2.59761 -5.83333
Cl 1.37784 -4.98317 -4.52355
Cl 2.20904 -2.70115 -2.94824
C 7.22910 -6.90441 -3.28493
Cl 8.62916 -6.77769 -2.21797
Cl 7.56210 -8.06794 -4.56866
Cl 5.82281 -7.43217 -2.35475
Cl 6.89030 -5.32150 -3.99723
C 5.80704 8.20368 1.88637
Cl 7.50730 7.73594 1.97460
Cl 5.57637 9.34770 0.55620
Cl 4.81295 6.77532 1.58241
Cl 5.31654 8.94931 3.40880
C 1.45546 10.88045 -0.29338
Cl -0.15441 10.91209 0.43392
Cl 2.25532 12.43267 -0.02274
Cl 2.41772 9.59542 0.44148
Cl 1.31186 10.58631 -2.02960
C -5.11066 2.97468 5.29692
Cl -5.87981 2.11190 6.64062
Cl -3.57223 2.21339 4.88678
Cl -6.14183 2.99178 3.85894
Cl -4.82790 4.64477 5.80994
C -6.72572 -2.99471 7.20773
Cl -8.30044 -3.18169 6.43125
Cl -5.49313 -3.89206 6.32846
Cl -6.28987 -1.28173 7.24753
Cl -6.82449 -3.61820 8.86243
C -7.43481 -6.63972 11.86394
Cl -9.00960 -6.77513 11.07814
Cl -6.23731 -7.55109 10.93678
Cl -6.96118 -4.93906 11.93760
Cl -7.53159 -7.29411 13.50134
C -2.28782 6.26281 -6.36368
Cl -3.82763 6.72344 -5.63462
Cl -1.19245 7.64968 -6.35761
Cl -1.57162 4.94316 -5.43467
Cl -2.55578 5.73078 -8.02714
C 8.65883 0.62275 -4.54692
Cl 8.12158 -0.97168 -4.00096
Cl 9.05122 0.55556 -6.26961
Cl 7.37447 1.80112 -4.27183
Cl 10.08982 1.11112 -3.63242
C -0.32656 0.76756 -7.98167
Cl -1.75986 0.45897 -8.96847
Cl -0.49306 2.32619 -7.17242
Cl -0.14805 -0.52115 -6.78846
Cl 1.10698 0.79973 -9.01965
C 7.71878 12.82062 3.58381
Cl 8.30882 14.17296 2.61142
Cl 6.76613 11.73180 2.57204
Cl 9.09194 11.93852 4.26069
Cl 6.70969 13.43658 4.89730
C -10.99035 -10.50969 1.16706
Cl -12.53729 -10.42082 2.01680
Cl -10.10729 -8.99889 1.37857
Cl -10.03685 -11.84628 1.82259
Cl -11.27849 -10.78407 -0.55501
C -2.38145 -4.42273 9.14478
Cl -1.32692 -3.92864 10.47587
Cl -1.42200 -5.25956 7.91608
Cl -3.63024 -5.50992 9.75845
Cl -3.14355 -3.00490 8.43010
C 6.30622 -3.47658 1.52392
Cl 4.76939 -3.48014 2.39828
Cl 7.62441 -3.81920 2.64771
Cl 6.26795 -4.71371 0.26164
Cl 6.55189 -1.89352 0.78343
C 4.61666 -3.54333 -9.18909
Cl 3.96994 -4.99160 -8.40962
Cl 4.91749 -3.87437 -10.89713
Cl 3.44794 -2.22750 -9.03889
Cl 6.12626 -3.07697 -8.40029
C -4.99513 -11.64197 0.74821
Cl -6.63140 -11.80992 1.38961
Cl -4.04131 -10.61720 1.82471
Cl -4.24306 -13.23671 0.63106
Cl -5.05775 -10.90497 -0.85698
C 17.17432 4.61513 -4.04453
Cl 15.47937 4.56109 -3.54852
Cl 18.10483 5.52478 -2.84975
Cl 17.80480 2.96865 -4.15251
Cl 17.31000 5.40250 -5.62061

---

[4]
24
Properties=species:S:1:pos:R:3 method="wB97M-V/def2-TZVPD" e_homo_ev=-9.0 smiles="CP(C)N(CC(=O)O)S(=O)(=O)F.O" gap_ev=8.19 e_lumo_ev=-0.8
C -2.31169 -1.36880 -1.32744
P -0.47835 -0.98477 -1.06609
C 0.29721 -0.10073 -2.54603
N -0.23527 -0.11603 0.46536
C 1.03154 -0.50621 1.16636
C 2.31104 -0.67081 0.21864
O 2.70520 -1.84053 -0.04495
O 3.08162 0.39992 -0.32111
S -0.42312 1.59477 0.31494
O -1.31815 2.01893 -0.81228
O -1.08563 2.06246 1.60145
F 1.06593 2.42241 0.28206
H -2.51788 -2.36286 -0.78124
H -2.55606 -1.56758 -2.43935
H -3.03488 -0.60273 -0.89006
H -0.48236 -0.14508 -3.39754
H 1.30112 -0.56845 -2.84708
H 0.51495 1.01931 -2.37434
H 1.19631 0.27497 2.00346
H 0.84499 -1.53189 1.65939
H 2.58029 0.87512 -1.02389
O -0.75912 0.18783 3.95802
H -1.01050 0.91498 3.37057
H -0.71722 0.59579 4.83115

---

Please write out number 1 again, unchanged.
59
Properties=species:S:1:pos:R:3 method="wB97M-V/def2-TZVPD" e_homo_ev=-15.6 gap_ev=10.45 charge=+2 e_lumo_ev=-5.1 de_lowest_kcal_mol=134.2
C 2.64429 -1.06324 -0.67530
C 1.41636 -1.76646 -0.05126
C 0.15178 -1.04895 -0.52944
C -0.02811 0.38176 0.11152
N -0.90874 0.13328 1.26794
C -2.20320 0.64833 1.29166
N -3.09039 0.28283 2.20096
N 2.63314 -1.38001 -2.17968
H 3.49405 -1.40323 -0.12599
H 2.82212 0.00254 -0.58448
H 1.36175 -2.84641 0.02166
H 1.48450 -1.56658 1.02929
H 0.01813 -0.98611 -1.64609
H -0.77117 -1.69834 -0.25470
H 0.91712 0.87728 0.33399
H -0.45225 1.11512 -0.59655
H -0.79302 -0.71500 1.81915
H -2.37102 1.34598 0.42911
H -4.00190 0.74073 2.20544
H -2.92321 -0.47745 2.87430
H 1.85050 -0.92720 -2.57508
H 2.24673 -2.33350 -2.31698
H 3.49093 -1.30469 -2.67128
H -1.81565 2.67189 -3.16063
H -2.35004 2.01518 -4.28030
O -1.84625 1.67003 -3.56152
H -3.46424 -2.55698 1.79256
H -3.08719 -4.10330 1.94738
O -2.85075 -3.24844 1.92484
H 4.03976 1.25546 -3.32378
H 3.65122 1.61434 -1.98578
O 3.74466 0.87284 -2.52298
H -3.83772 0.36550 -1.87443
H -5.13107 -0.15038 -1.36568
O -4.22327 -0.00480 -1.07186
H -0.81192 4.88806 -2.05713
H -2.31709 4.56361 -1.89470
O -1.51524 4.19759 -1.98318
H 3.69111 3.31824 -0.34217
H 2.42979 2.50180 0.06684
O 2.86071 2.90369 -0.63084
H -0.63008 -0.55781 5.02413
H 0.41746 -1.30103 4.10680
O -0.04761 -0.42539 4.35310
H 0.23303 1.13285 4.15615
H 0.55483 2.62324 4.55828
O 0.10694 2.06863 3.71845
H 0.05329 -4.45049 -1.75723
H 0.76052 -3.98221 -3.03640
O 0.83988 -3.98693 -2.00832
H 0.13312 -3.55293 2.14651
H -1.07814 -3.02593 2.48306
O -0.22058 -2.87757 2.60312
H 1.20751 1.71016 1.58625
H 2.27361 1.47402 2.63193
O 2.26622 1.74358 1.75563
H -0.38388 0.94240 -3.20866
H 0.67780 0.55257 -4.21177
O 0.39600 0.34518 -3.30777